(1)
{
  "formula": "C2H7MnO7P2SbSe4",
  "method": "ωB97M-V/def2-TZVPD",
  "symbols": ["Mn", "C", "C", "O", "P", "O", "O", "O", "P", "O", "O", "O", "H", "H", "H", "H", "H", "H", "H", "Se", "Sb", "Se", "Se", "Se"],
  "positions_angstrom": [[-0.480441, 0.859659, 0.685401], [-1.708195, 0.053031, 3.929150], [-2.547338, -0.275574, 2.702639], [-3.831318, -0.803144, 3.032628], [-1.652313, -1.519979, 1.687043], [-1.481803, -2.699990, 2.766831], [-2.602485, -2.245068, 0.655731], [-0.311119, -1.125216, 1.153663], [-2.607373, 1.105965, 1.462398], [-4.157506, 1.587623, 1.537448], [-2.357708, 0.407790, 0.127691], [-1.658201, 2.181354, 1.904055], [-1.737711, -0.792970, 4.616690], [-2.092032, 0.943871, 4.426420], [-0.666513, 0.236363, 3.663538], [-4.463176, -0.074392, 2.978610], [-0.891133, -3.389258, 2.454446], [-2.797545, -1.698006, -0.121653], [-4.208667, 2.537507, 1.658078], [5.171072, 0.331413, -1.075470], [3.815551, 1.410407, 0.655099], [-0.354784, 2.363849, -0.883552], [1.430561, 1.311098, 0.407754], [4.866763, 3.601893, 0.895487]],
  "forces_ev_per_angstrom": [[-4.5, -2.7, 2.9], [0.0, -0.1, 0.2], [0.0, -0.1, -0.7], [0.0, 0.1, 0.2], [0.6, -0.9, 0.6], [-0.3, 0.1, 0.1], [-0.4, -0.2, -0.3], [-0.7, -0.3, 0.7], [-0.7, -0.3, 0.5], [-0.1, -0.2, 0.1], [-1.6, 0.1, 0.2], [-0.5, -0.4, -0.3], [-0.1, 0.0, 0.0], [0.0, 0.0, 0.0], [0.0, 0.1, -0.1], [0.1, 0.0, -0.1], [0.2, -0.1, -0.1], [0.2, 0.3, 0.2], [0.1, 0.3, 0.0], [-0.3, -0.2, -0.3], [3.4, -0.4, 1.0], [0.6, 2.3, -2.4], [4.5, 2.3, -2.6], [-0.3, 0.4, 0.1]],
  "multiplicity": 2,
  "e_homo_ha": [-0.003, -0.002],
  "s_squared": 0.785,
  "e_tot_ev": -334344.785,
  "gap_ev": [4.04, 4.02],
  "total_charge": -2
}

(2)
{
  "formula": "C6H7O6Sm",
  "method": "ωB97M-V/def2-TZVPD",
  "symbols": ["O", "C", "O", "O", "Sm", "C", "C", "C", "C", "O", "C", "O", "O", "H", "H", "H", "H", "H", "H", "H"],
  "positions_angstrom": [[2.129761, 1.302395, -0.114745], [1.723349, 0.237873, 0.425984], [2.294719, -0.867472, 0.184328], [0.591935, 0.264283, 1.108229], [4.508572, 0.356280, -1.196812], [-0.044325, -1.033626, 1.342805], [-0.874485, -1.464620, 0.142188], [-2.151292, -2.130775, 0.555735], [-3.377604, -1.761757, 0.197669], [-3.584000, -0.705646, -0.681893], [-4.083792, 0.470432, -0.275628], [-4.574623, 1.236059, -1.060273], [-3.992414, 0.746385, 1.016594], [-0.680640, -0.843968, 2.215377], [0.668669, -1.811166, 1.642707], [-0.283163, -2.175873, -0.457675], [-1.083452, -0.597356, -0.498288], [-2.091718, -3.019554, 1.188762], [-4.278733, -2.309970, 0.481328], [-3.440041, 0.123702, 1.512000]],
  "forces_ev_per_angstrom": [[1.5, 0.6, -0.1], [0.1, -0.7, -1.7], [1.4, -0.1, -0.1], [0.1, -0.5, 0.2], [-3.1, -0.1, 1.6], [-0.2, 0.3, 0.8], [0.1, -0.1, -0.5], [-0.4, -0.2, 0.1], [0.2, 0.0, 0.1], [0.4, -0.9, -0.2], [-0.9, 1.3, -1.0], [0.5, -0.7, 0.6], [0.2, 0.1, 0.8], [0.1, 0.1, -0.3], [0.1, 0.5, -0.2], [-0.2, 0.2, 0.1], [0.0, -0.2, 0.2], [0.0, 0.2, -0.2], [0.2, 0.2, 0.0], [-0.1, -0.1, -0.2]],
  "multiplicity": 7,
  "e_homo_ha": [-0.446, -0.446],
  "s_squared": 12.008,
  "e_tot_ev": -36516.905,
  "gap_ev": [5.98, 6.12],
  "total_charge": 1
}

(3)
{
  "formula": "C36H76BCl18O7P2",
  "method": "ωB97M-V/def2-TZVPD",
  "symbols": ["C", "O", "C", "C", "C", "C", "C", "C", "C", "C", "C", "C", "C", "C", "O", "B", "P", "P", "O", "O", "O", "O", "C", "C", "C", "C", "C", "O", "H", "H", "H", "H", "H", "H", "H", "H", "H", "H", "H", "H", "H", "H", "H", "H", "H", "H", "H", "H", "H", "H", "H", "H", "H", "H", "H", "H", "H", "H", "H", "H", "H", "H", "H", "H", "H", "H", "H", "H", "Cl", "C", "C", "Cl", "H", "H", "H", "H", "Cl", "C", "C", "Cl", "H", "H", "H", "H", "Cl", "C", "C", "Cl", "H", "H", "H", "H", "Cl", "C", "C", "Cl", "H", "H", "H", "H", "Cl", "C", "C", "Cl", "H", "H", "H", "H", "Cl", "C", "C", "Cl", "H", "H", "H", "H", "Cl", "C", "C", "Cl", "H", "H", "H", "H", "Cl", "C", "C", "Cl", "H", "H", "H", "H", "Cl", "C", "C", "Cl", "H", "H", "H", "H"],
  "positions_angstrom": [[5.140936, -2.231096, 2.313254], [3.913376, -3.077450, 2.319038], [3.972585, -3.839965, 1.061669], [2.751814, -4.973187, 0.932552], [1.436602, -4.268737, 0.194589], [0.052596, -5.102870, 0.356439], [-1.343697, -4.331831, 0.140994], [-1.347329, -2.767099, -0.235574], [-2.257029, -1.885979, 0.853101], [-2.852354, -0.487885, 0.210833], [-3.212829, 0.543011, 1.433211], [-2.222265, 1.848260, 1.554746], [-0.695581, 1.322536, 1.261001], [0.495221, 2.276908, 1.859471], [0.975309, 3.434642, 1.062457], [2.448570, 3.691561, 1.222950], [3.184203, 4.136313, -0.501545], [4.823091, 5.567563, -0.360032], [4.291420, 7.049461, -0.044498], [5.555188, 5.668548, -1.958219], [6.073013, 5.126932, 0.780508], [2.944549, 2.351432, 1.695963], [1.840459, 1.338448, 1.775994], [1.939134, 0.147039, 0.643631], [1.957501, 0.677802, -0.909172], [0.957362, -0.184774, -1.921890], [1.628734, -1.574808, -2.473909], [2.970264, -1.819525, -1.897236], [5.336286, -1.720280, 3.374148], [5.098068, -1.390453, 1.484117], [6.107199, -2.866290, 2.087159], [3.946911, -3.073262, 0.173140], [4.999921, -4.433635, 0.996134], [3.184729, -5.804043, 0.193983], [2.467861, -5.433525, 1.993432], [1.320558, -3.205111, 0.705262], [1.669609, -4.172138, -0.966374], [0.039498, -5.595375, 1.443468], [0.103767, -6.017704, -0.408246], [-1.955842, -4.913040, -0.703605], [-1.998499, -4.475576, 1.129008], [-0.330338, -2.210768, -0.321010], [-1.899886, -2.632123, -1.278850], [-3.163574, -2.543859, 1.200242], [-1.547822, -1.712786, 1.783503], [-2.205077, -0.034335, -0.652031], [-3.894554, -0.786332, -0.289342], [-3.220418, -0.062451, 2.461443], [-4.328227, 0.900378, 1.276865], [-2.327229, 2.269254, 2.659205], [-2.560796, 2.689918, 0.782110], [-0.585268, 1.260951, 0.081013], [-0.604115, 0.259562, 1.783788], [0.315548, 2.785913, 2.916234], [2.476319, 4.576594, 1.998476], [3.746942, 2.884104, -0.993126], [5.067505, 5.065549, -2.594513], [6.028796, 4.112362, 0.822660], [1.956509, 0.721613, 2.791365], [2.994914, -0.380579, 0.822650], [1.142342, -0.726580, 0.807531], [3.061321, 0.749170, -1.291887], [1.516548, 1.786109, -0.922111], [-0.091852, -0.342427, -1.422806], [0.763754, 0.509617, -2.873269], [0.909241, -2.455296, -2.123700], [1.621651, -1.524351, -3.643129], [3.633181, -1.128865, -2.239880], [10.296632, 6.630633, 4.720662], [9.028522, 6.149000, 3.566781], [7.654105, 6.652522, 3.979611], [7.052500, 5.839398, 5.445468], [9.047998, 5.058724, 3.475886], [9.304429, 6.575949, 2.597428], [6.930077, 6.448895, 3.185328], [7.659918, 7.730689, 4.167378], [1.296632, 0.599054, -5.258286], [0.028522, 0.117421, -6.412167], [-1.345895, 0.620943, -5.999336], [-1.947500, -0.192181, -4.533480], [0.047998, -0.972855, -6.503062], [0.304429, 0.544370, -7.381519], [-2.069923, 0.417316, -6.793619], [-1.340082, 1.699110, -5.811570], [11.196632, 6.856197, 9.941714], [9.928522, 6.374563, 8.787833], [8.554105, 6.878085, 9.200664], [7.952500, 6.064962, 10.666520], [9.947998, 5.284288, 8.696938], [10.204429, 6.801513, 7.818481], [7.830077, 6.674459, 8.406381], [8.559918, 7.956253, 9.388430], [-5.884052, -3.196288, -1.600345], [-5.643377, -4.894691, -1.121787], [-5.903168, -5.116886, 0.360145], [-4.670782, -4.337917, 1.383016], [-4.626114, -5.185576, -1.400901], [-6.342712, -5.492393, -1.714862], [-5.871662, -6.186662, 0.586315], [-6.883953, -4.734048, 0.658859], [2.513891, -8.171235, 0.368855], [1.711230, -9.733553, 0.662818], [0.356431, -9.821924, -0.022525], [-0.840527, -8.725452, 0.710190], [1.625745, -9.873506, 1.744690], [2.376564, -10.509434, 0.271164], [-0.042905, -10.835749, 0.073677], [0.427948, -9.583413, -1.088233], [-9.655215, -4.196019, -2.069265], [-9.609590, -4.604662, -3.802021], [-8.912851, -5.931335, -4.061790], [-7.165890, -5.850606, -3.724979], [-9.120840, -3.781844, -4.332527], [-10.648742, -4.658475, -4.141610], [-9.019418, -6.206703, -5.115062], [-9.339078, -6.735735, -3.454331], [-5.020004, 4.452985, -0.299571], [-4.974379, 4.044342, -2.032327], [-4.277640, 2.717669, -2.292097], [-2.530679, 2.798399, -1.955286], [-4.485629, 4.867160, -2.562833], [-6.013531, 3.990530, -2.371917], [-4.384207, 2.442301, -3.345368], [-4.703867, 1.913270, -1.684637], [-4.499566, 4.605406, 2.622603], [-5.221989, 4.467809, 4.244542], [-5.053225, 3.075597, 4.832972], [-6.022107, 1.857673, 3.967082], [-6.276780, 4.749720, 4.171841], [-4.716636, 5.202670, 4.879090], [-5.392374, 3.068427, 5.872920], [-4.007258, 2.754194, 4.813301], [-2.023882, 3.367593, -7.646112], [-3.291992, 2.885960, -8.799993], [-4.666409, 3.389482, -8.387163], [-5.268014, 2.576359, -6.921306], [-3.272516, 1.795685, -8.890888], [-3.016086, 3.312909, -9.769345], [-5.390437, 3.185856, -9.181446], [-4.660597, 4.467649, -8.199396]],
  "forces_ev_per_angstrom": [[0.7, 0.6, 0.4], [2.4, 0.2, -1.5], [-0.2, -1.0, -0.5], [0.2, 0.9, -0.8], [0.1, 0.1, 0.4], [0.8, -1.3, 0.3], [-1.0, -0.5, 0.1], [-1.5, 1.2, -0.2], [0.7, -0.4, -0.6], [-1.1, -0.8, 0.5], [-0.7, 0.3, 0.0], [-0.1, -0.5, 0.0], [-0.8, 1.4, 0.3], [2.1, 0.0, -1.2], [-1.9, -1.5, -0.4], [-2.0, -2.4, 1.8], [0.3, 0.1, -1.9], [-0.2, 4.8, 0.2], [2.2, -5.4, -0.7], [-1.3, -1.5, 1.6], [-1.8, -1.4, -2.1], [-1.2, -1.9, -0.1], [0.6, 0.2, 1.6], [1.2, -0.2, -0.4], [-1.3, 0.6, 0.2], [0.7, 1.2, -0.6], [-1.3, 0.4, 0.5], [-0.2, 1.2, -1.5], [-0.9, -1.2, -2.3], [-0.2, -1.6, 1.6], [-1.9, 0.9, 0.4], [-0.2, -1.5, 1.4], [-1.9, 1.2, 0.3], [-0.9, 1.8, 1.8], [0.7, 1.0, -2.4], [0.3, -2.1, -1.3], [-0.4, 0.1, 2.6], [0.1, 1.0, -2.3], [-0.1, 1.9, 1.7], [1.3, 1.3, 1.8], [1.6, 0.4, -2.2], [-1.6, -1.4, 0.2], [1.3, -0.3, 2.0], [1.9, 1.5, -0.7], [-1.6, -0.1, -1.8], [-1.0, -0.8, 1.9], [2.3, 0.5, 0.9], [0.2, 1.2, -2.2], [2.2, -0.6, 0.4], [0.3, -0.7, -2.3], [0.9, -1.8, 1.8], [0.0, -0.1, 2.6], [0.0, 2.3, -1.2], [0.1, -1.8, -1.7], [1.0, 0.8, 0.5], [0.3, 0.9, 0.4], [0.7, 1.0, 1.3], [0.0, 2.1, 0.0], [-0.1, 1.4, -1.9], [-2.3, 1.1, -0.2], [1.5, 2.1, -0.3], [-2.2, -0.2, 0.6], [1.0, -2.3, 0.1], [2.1, 0.1, -0.8], [0.3, -1.6, 2.3], [1.9, 1.7, -0.8], [0.3, -0.3, 2.2], [-1.9, -1.4, 0.7], [0.2, 0.0, 0.2], [-0.4, -0.1, -0.3], [0.1, 0.2, -0.4], [0.1, 0.0, 0.1], [0.0, 0.3, 0.1], [-0.1, 0.0, 0.2], [0.2, -0.1, 0.1], [0.1, -0.3, 0.0], [0.0, 0.1, -0.4], [-0.2, 0.0, -0.3], [0.2, 0.1, -0.1], [0.0, 0.0, 0.0], [0.0, 0.2, 0.1], [-0.1, 0.0, 0.2], [0.1, 0.0, 0.1], [0.1, -0.4, 0.1], [0.1, 0.0, 0.1], [-0.3, 0.0, -0.3], [0.1, 0.1, -0.4], [0.0, 0.0, 0.1], [0.0, 0.2, 0.1], [-0.1, 0.0, 0.2], [0.2, 0.0, 0.1], [0.1, -0.3, 0.0], [0.1, 0.0, 0.0], [0.0, -0.3, 0.3], [-0.2, -0.1, -0.2], [-0.4, -0.2, 0.1], [-0.1, 0.2, 0.2], [0.2, 0.3, 0.6], [0.0, 0.1, -0.1], [0.2, 0.0, -0.1], [-0.2, -0.3, 0.1], [0.0, -0.3, -0.1], [0.2, -0.2, -0.1], [0.0, 0.0, 0.0], [-0.1, 0.1, -0.2], [-0.2, 0.1, 0.0], [0.1, 0.1, 0.1], [0.0, 0.1, 0.3], [0.1, 0.0, 0.0], [0.0, -0.1, -0.3], [-0.4, 0.0, -0.1], [-0.3, -0.2, -0.6], [0.0, -0.2, 0.2], [0.2, -0.1, 0.1], [0.0, 0.1, 0.1], [0.1, 0.2, 0.0], [-0.1, -0.1, -0.4], [0.0, -0.1, -0.3], [-0.2, 0.0, -0.1], [0.0, 0.0, -0.1], [0.0, -0.2, 0.2], [0.2, -0.1, 0.1], [0.0, 0.1, 0.1], [0.1, 0.2, 0.0], [0.0, 0.0, 0.4], [0.0, 0.0, 0.2], [0.2, 0.2, 0.2], [0.0, 0.0, 0.0], [0.2, -0.2, 0.0], [0.0, -0.2, -0.1], [0.0, 0.1, -0.2], [-0.2, 0.1, -0.1], [-0.1, 0.2, -0.2], [-0.2, 0.0, -0.2], [0.1, 0.1, -0.2], [0.1, 0.0, 0.0], [-0.1, 0.2, 0.1], [-0.1, 0.0, 0.2], [0.2, 0.0, 0.1], [0.1, -0.3, 0.0]],
  "e_homo_ha": -0.171,
  "e_tot_ev": -297552.203,
  "gap_ev": 6.08,
  "total_charge": -1
}